[1]
ORCA calculation (ωB97M-V/def2-TZVPD) on a single C8H12 molecule at a distorted geometry.

Properties
* frontier orbital gap: 9.42 eV
* LUMO energy: 1.0 eV
* energy: -311.948276 a.u.
* energy above the lowest of the compared OMol25 structures with the same formula, charge and spin: 1.037 eV
* strongest force on any atom: 1.5 eV/A

The geometry in XYZ format:
```
20
C8H12 (ωB97M-V/def2-TZVPD)
C 2.39031 -0.63024 -0.56624
C 1.37945 -0.93377 0.22912
C 1.03501 -2.32486 0.73690
C 0.37740 0.09525 0.64165
C 0.23229 0.46098 1.91410
C -0.37475 0.76777 -0.44438
C -1.56547 1.34256 -0.38006
C -2.42191 1.65373 -1.56595
H 3.18297 -1.33334 -0.74634
H 2.63811 0.35375 -0.94403
H 1.52864 -2.46160 1.70295
H 1.37336 -3.11422 0.06962
H -0.04109 -2.36515 0.87925
H -0.27560 1.34826 2.26506
H 0.76861 -0.07387 2.65569
H 0.00868 0.53324 -1.43786
H -2.04474 1.48660 0.57987
H -3.20435 2.36145 -1.27584
H -2.99891 0.76554 -1.84610
H -1.98801 2.06793 -2.46741
```

***

[2]
ORCA calculation (ωB97M-V/def2-TZVPD) on a molecular structure, C8H12AlO6 at a distorted geometry.

Properties
* frontier orbital gap: 1.31 eV
* LUMO energy: -16.8 eV
* energy: -1004.541949 a.u.
* energy above the lowest of the compared OMol25 structures with the same formula, charge and spin: 0.241 eV
* net charge: +3
* strongest force on any atom: 5.1 eV/A

The geometry in XYZ format:
```
27
C8H12AlO6 (ωB97M-V/def2-TZVPD)
Al -34.55157 -5.84971 5.09396
C -38.49664 -8.98369 -4.09993
C -38.04456 -9.82368 -2.94091
C -36.70422 -10.60923 -3.17955
O -35.82716 -10.04280 -2.23054
C -36.45021 -9.07992 -1.42117
O -35.98699 -8.56230 -0.36923
O -37.71763 -8.88604 -1.85237
H -39.30170 -8.27975 -3.88908
H -38.74244 -9.64332 -4.93214
H -37.60680 -8.42292 -4.38594
H -38.79723 -10.52046 -2.57200
H -36.24135 -10.41678 -4.14744
H -36.91603 -11.65610 -2.96204
C -43.14412 0.08750 1.90980
C -41.60742 0.08587 1.81147
C -40.88008 1.15224 2.67059
O -39.76204 0.50630 3.21402
C -39.87836 -0.79027 2.96135
O -39.15485 -1.63303 3.36684
O -41.13704 -1.08050 2.42891
H -43.63896 -0.66936 1.30122
H -43.48889 1.08384 1.63313
H -43.43678 -0.00533 2.95566
H -41.38282 0.08664 0.74485
H -41.62480 1.31974 3.44869
H -40.83527 2.12748 2.18582
```

***

[3]
ORCA calculation (ωB97M-V/def2-TZVPD) on a molecular structure, C8H12AsMoO13P2S at a distorted geometry.

Properties
* frontier orbital gap: 6.67 eV
* LUMO energy: -6.4 eV
* energy: -4675.060157 a.u.
* net charge: +1
* strongest force on any atom: 2.4 eV/A

The geometry in XYZ format:
```
38
C8H12AsMoO13P2S (ωB97M-V/def2-TZVPD)
Mo 1.19893 0.04266 -0.23002
O 1.80808 -1.96579 -1.91964
As 1.07281 -0.91926 -3.21842
O 0.74857 0.37581 -2.03624
O 2.81181 0.13594 -0.47346
C -0.70521 -1.72430 -3.21646
C -0.96439 -2.42532 -4.38512
C -2.20546 -3.01201 -4.60925
C -3.21182 -2.88343 -3.67192
C -2.98161 -2.19190 -2.49030
C -1.73911 -1.61647 -2.26585
S -1.55562 -0.85892 -0.68462
O -1.43883 0.58228 -0.79232
O -2.54130 -1.37575 0.19658
O -0.11690 -1.36990 -0.25707
H 2.73931 -2.16441 -2.09281
H -0.18768 -2.51317 -5.13703
H -2.38292 -3.55912 -5.52528
H -4.18002 -3.33148 -3.84853
H -3.75177 -2.10745 -1.73746
C 1.64597 3.20646 3.51768
C 0.94218 1.88966 3.20930
O 0.09966 1.40404 4.23899
P -0.16314 1.95692 1.78576
O -1.14540 0.76398 1.91510
O -0.97548 3.28706 1.78251
O 0.66386 1.81863 0.47104
P 2.17149 0.54166 2.77498
O 3.20008 1.43181 1.94218
O 2.72784 -0.12410 3.94244
O 1.34452 -0.33557 1.71758
H 0.92658 3.91083 3.93354
H 2.09828 3.63702 2.62649
H 2.43893 3.03163 4.24527
H 0.62523 1.27289 5.04530
H -1.60497 0.66246 2.76013
H -1.35884 3.56617 0.94154
H 3.94633 0.96044 1.54541
```